1.
Computed, not measured: a 2-piece molecular cluster, C17H11F7IN3O6 overall at a distorted geometry, with ωB97M-V with the def2-TZVPD basis set.

Largest force on an atom   6.78 eV/A
Multiplicity   1
Net charge   -2
Electronic energy   -2266.5684 Eh
Gap between HOMO and LUMO   2.11 eV

```
45
Properties=species:S:1:pos:R:3:forces:R:3
C 3.82567 0.54760 -3.00062 0.17 -0.53 0.51
C 2.91471 0.95513 -1.69343 0.74 -1.31 -1.91
I 2.70923 3.14879 -1.84883 -0.14 -1.00 0.46
C 1.51990 0.16867 -1.90666 0.91 -0.58 -0.85
C 0.65416 -0.12159 -0.60070 2.00 0.96 2.56
C 1.18732 0.91805 0.54290 0.36 2.59 2.63
N 1.52582 1.71062 1.39530 -1.60 -4.51 -4.75
C 1.03897 -1.57301 0.05775 1.18 -0.73 0.53
C 2.62472 -1.68504 0.37974 3.71 0.79 -1.42
N 3.83891 -1.67914 0.35923 -6.76 -0.19 0.37
C 0.67216 -2.83741 -0.85053 -0.80 -1.61 1.66
O 1.79796 -3.33935 -1.67345 -0.80 1.51 0.65
N 1.16084 -4.00733 -2.69713 0.47 0.43 -2.33
O 1.60484 -3.67848 -3.75364 -0.37 -0.92 1.47
C -0.91878 0.06999 -0.65059 -1.98 1.27 2.95
F -1.63173 -0.99113 0.04054 2.10 2.11 -2.23
F -1.25754 1.24612 0.12708 0.96 -2.85 -2.52
C -1.66153 0.27612 -2.04431 -3.16 1.96 0.54
F -1.34954 1.52000 -2.71861 0.04 -3.72 1.49
F -3.05648 0.48224 -1.67256 3.39 -0.86 -1.01
C -1.73682 -0.98386 -3.03761 -2.23 -0.49 -2.85
F -0.51352 -1.37736 -3.63261 -2.91 0.65 1.96
F -2.46879 -2.09777 -2.48711 2.85 3.04 -1.32
F -2.56984 -0.54693 -4.14336 2.26 -1.12 2.68
H 4.51679 1.41044 -3.32847 -1.25 -1.48 0.46
H 4.48507 -0.34360 -2.67445 -0.99 1.32 -0.54
H 3.16961 0.15791 -3.87040 1.05 0.96 1.31
H 3.53156 0.61589 -0.79653 -1.32 0.94 -0.93
H 0.99142 0.70403 -2.77087 0.41 -0.67 1.56
H 1.83267 -0.86382 -2.34757 -0.56 1.66 0.83
H 0.52407 -1.72227 1.08860 0.62 0.54 -1.90
H 0.42312 -3.71005 -0.12301 0.27 1.60 -1.13
H -0.24339 -2.72382 -1.52324 1.35 0.30 1.13
C -2.61804 1.77176 2.95370 -0.14 -2.28 -0.47
C -2.51779 2.99838 3.53663 0.12 1.81 0.55
C -2.26417 2.93881 5.04668 0.19 -1.60 1.62
O -2.06993 3.93207 5.75395 -0.10 0.53 -0.53
C -2.25664 1.61723 5.70025 0.08 1.96 0.36
C -2.37022 0.39177 5.11782 -0.11 -1.57 -0.51
C -2.51700 0.44894 3.59353 -0.15 1.89 -1.45
O -2.56042 -0.55034 2.86424 0.12 -0.71 0.32
O -2.36332 -0.74329 5.67946 0.03 0.42 -0.07
O -2.60366 4.13227 2.98400 0.00 -0.57 0.07
H -2.78762 1.71264 1.88370 -0.04 0.10 -0.03
H -2.13989 1.67513 6.77770 0.05 -0.06 0.08
```
Positions in Å, forces in eV/Å.

Atomic partial charges in e from the Mulliken method, atoms 1 to 8:
1 C -0.84
2 C -0.56
3 I 0.09
4 C -1.07
5 C 1.32
6 C -0.62
7 N -0.55
8 C 0.07



2.
Computed, not measured: C17H12AsBr2NO6ReS4 as an isolated structure, with ωB97M-V with the def2-TZVPD basis set.

Largest force on an atom   0.68 eV/A
Multiplicity   4
Net charge   -2
Energy relative to the best compared isomer or geometry (same formula, charge and spin)   0.0 kJ/mol
Electronic energy   -10216.3217 Eh
Gap between HOMO and LUMO (alpha / beta)   5.30 / 5.38 eV

```
44
Properties=species:S:1:pos:R:3:forces:R:3
Re -0.87581 -1.04769 0.47945 0.41 0.41 -0.22
O 1.99510 2.04447 -0.55926 -0.24 -0.22 0.02
C 1.22697 1.13702 -0.86909 -0.22 0.17 0.39
O 0.24052 0.73574 -0.11918 0.09 -0.22 -0.56
C 1.37170 0.51602 -2.25375 -0.16 -0.24 0.04
C 0.07215 0.67724 -3.06517 0.00 -0.29 -0.01
C 0.33987 0.40171 -4.55486 0.06 -0.10 0.04
C 0.48874 -1.14877 -4.54967 0.08 0.09 0.03
C 0.27791 -1.46328 -3.05687 -0.03 0.29 -0.06
O -0.68772 -0.46936 -2.68423 0.12 0.04 -0.03
C 1.54949 -1.03920 -2.29712 -0.26 0.08 -0.03
C 1.79197 -1.70338 -0.94924 -0.05 -0.17 0.36
O 2.94957 -1.95781 -0.64933 -0.12 0.00 0.11
O 0.77674 -2.03234 -0.19496 0.08 -0.03 0.00
H 2.19982 1.02882 -2.72939 0.15 0.01 -0.06
H -0.48608 1.58326 -2.84570 -0.05 0.01 0.02
H -0.52015 0.71252 -5.14865 0.02 0.00 -0.02
H 1.22383 0.92733 -4.92305 -0.02 -0.04 0.01
H -0.28194 -1.62841 -5.15168 -0.02 0.02 0.00
H 1.46580 -1.48833 -4.90227 -0.07 0.03 -0.01
H -0.10271 -2.45277 -2.82778 -0.07 -0.02 0.09
H 2.43823 -1.29951 -2.86338 0.09 0.08 -0.14
Br -3.46537 3.24004 1.11796 0.00 0.04 0.03
C -2.00713 2.60186 2.13491 -0.21 0.03 0.14
C -1.42902 3.43577 3.10832 -0.11 -0.06 -0.16
C -0.38749 3.00268 3.87193 0.07 0.00 0.09
Br 0.32962 4.16456 5.20418 -0.02 -0.04 -0.04
C 0.17271 1.72088 3.66680 0.06 -0.12 -0.03
C 1.27405 1.16760 4.35874 0.00 0.06 0.02
C 1.75489 -0.06174 4.01132 0.06 -0.05 0.04
C 1.16835 -0.76135 2.94217 0.12 0.02 -0.14
N 0.14095 -0.27243 2.29999 -0.20 0.17 0.07
C -0.40115 0.92408 2.66097 0.12 -0.18 -0.01
C -1.57337 1.30598 1.92084 -0.06 -0.40 -0.27
O -2.13128 0.44600 1.11113 0.33 0.41 0.43
H -1.82354 4.43077 3.24958 -0.06 0.03 -0.01
H 1.73284 1.73505 5.15848 0.00 -0.01 -0.03
H 2.60075 -0.49638 4.52717 -0.02 0.01 -0.02
H 1.55983 -1.70470 2.57750 -0.04 0.01 0.02
S -5.05261 -3.18735 1.33874 0.11 0.16 -0.01
As -3.12747 -3.51187 0.55465 -0.32 -0.35 0.08
S -1.52092 -2.76675 1.95231 0.00 0.11 -0.03
S -2.51117 -1.96701 -0.95008 0.19 0.13 -0.11
S -2.75747 -5.47895 -0.10243 0.17 0.14 -0.05
```
Positions in Å, forces in eV/Å.

Atomic partial charges in e from the Mulliken method, atoms 1 to 8:
1 Re 1.58
2 O -0.77
3 C -0.20
4 O -0.58
5 C 0.11
6 C -0.03
7 C -0.95
8 C -1.01



3.
Computed, not measured: C17H12AuNO5S as an isolated structure at a distorted geometry, with ωB97M-V with the def2-TZVPD basis set.

Largest force on an atom   6.79 eV/A
Multiplicity   3
Net charge   +2
Energy relative to the best compared isomer or geometry (same formula, charge and spin)   0.0 kJ/mol
Electronic energy   -1618.9786 Eh
Gap between HOMO and LUMO (alpha / beta)   7.10 / 5.14 eV

```
37
Properties=species:S:1:pos:R:3:forces:R:3
O 2.00023 1.10986 -3.22026 -1.84 -1.16 3.70
C 1.51790 0.83343 -2.21034 3.03 1.81 -4.81
Au 0.40460 0.44438 -0.54225 0.37 0.47 -0.07
O -2.11525 2.29586 -1.45815 2.71 -2.58 1.22
C -1.32557 1.54443 -1.08971 -3.88 3.39 -1.53
C -2.17784 -0.51271 0.79074 -2.24 -0.28 1.47
O -3.10999 -0.50583 1.44043 1.56 0.03 -1.10
C 1.68012 -1.32372 -0.02260 1.82 -0.80 4.24
O 1.56034 -1.80342 1.08516 0.13 0.67 -2.68
C -0.16091 -1.53526 -1.21127 -4.17 -4.98 -1.98
O -0.91409 -2.41125 -1.26563 2.62 2.93 0.46
H 2.51217 -1.59943 -0.70571 -0.43 -0.21 -0.30
N 0.35290 1.57309 1.34095 1.02 -0.10 -0.10
S 1.45228 1.49654 2.56233 -1.11 0.87 1.30
C 0.52446 2.60866 3.64489 0.34 0.92 1.30
C -0.83768 2.82189 3.43206 -0.27 0.13 -0.05
C -1.55617 3.62843 4.32421 0.31 -0.09 -0.08
C -0.92452 4.17191 5.44612 0.16 -0.19 -0.18
C 0.43269 3.91385 5.67860 -0.07 -0.18 -0.26
C 1.17018 3.13814 4.77634 -0.08 0.07 -0.17
C 1.22186 0.02818 3.54104 0.11 -0.89 0.45
C 2.08010 -0.12834 4.64279 0.13 0.30 -0.30
C 1.81806 -1.14500 5.56032 0.04 0.03 -0.12
C 0.74029 -2.01221 5.36702 -0.04 -0.03 -0.11
C -0.08626 -1.84931 4.25540 -0.10 -0.06 -0.30
C 0.15132 -0.82355 3.33881 -0.44 0.14 -0.17
H 0.22835 2.57941 1.14076 -0.01 -0.30 0.32
H -1.34662 2.35754 2.58314 -0.01 0.20 0.41
H -2.61232 3.82662 4.13727 0.31 -0.13 0.07
H -1.49309 4.78707 6.14667 0.21 -0.21 -0.24
H 0.91476 4.31807 6.56904 -0.07 -0.12 -0.31
H 2.23097 2.94593 4.95989 -0.36 0.14 -0.07
H 2.92289 0.55264 4.78590 -0.18 -0.30 0.04
H 2.46648 -1.27665 6.42590 -0.12 0.12 -0.27
H 0.54748 -2.83022 6.07451 0.12 0.48 -0.34
H -0.91520 -2.54036 4.07995 0.27 0.30 0.11
H -0.48773 -0.63999 2.47050 0.16 -0.36 0.49
```
Positions in Å, forces in eV/Å.

Atomic partial charges in e from the Mulliken method, atoms 1 to 8:
1 O -0.18
2 C 0.11
3 Au 1.24
4 O -0.17
5 C 0.17
6 C 0.05
7 O -0.14
8 C -0.33